DFT (wB97M-V/def2-TZVPD) results for a molecular structure, C40H57BrO27S in a non-equilibrium geometry.

Geometry as XYZ:
```
126
Properties=species:S:1:pos:R:3
C 1.87426 -0.44236 5.29087
C 1.58272 -0.20759 3.80861
C 2.44576 -1.11786 2.91407
C 3.29824 -0.48251 1.82329
C 4.15933 0.70574 2.33634
C 4.00137 2.07079 1.64480
C 2.59448 2.66489 1.64561
C 2.59398 4.17645 1.36108
O 2.47280 4.47841 -0.02219
O 2.55615 -0.19317 0.60687
S 3.39851 -0.39521 -0.71515
O 3.80860 0.85476 -1.24816
O 2.71357 -1.27866 -1.60202
O 4.60672 -1.15515 -0.03907
C 4.27136 -1.59085 1.31596
C 3.85520 -3.06055 1.32515
C 2.59170 -3.49435 0.55239
C 1.61327 -4.36047 1.34022
Br 2.44954 -5.83200 2.28509
O 0.22617 -0.54015 3.56094
C -0.70168 0.54005 3.48449
C -0.97000 0.84802 2.03775
C -0.67809 2.08043 1.49744
C -0.83941 2.31952 0.14010
C -1.32343 1.30279 -0.66035
C -1.63806 0.06625 -0.12690
C -1.46197 -0.15628 1.21860
H 2.87840 -0.13369 5.57885
H 1.10845 0.06603 5.87212
H 1.74397 -1.51411 5.47359
H 1.79041 0.84657 3.61398
H 3.15190 -1.64802 3.55692
H 1.75620 -1.83119 2.46690
H 5.21538 0.44261 2.27216
H 3.96091 0.86547 3.39925
H 4.64951 2.75774 2.20090
H 4.41183 2.04250 0.63785
H 2.03977 2.21524 0.82064
H 2.08564 2.50276 2.59499
H 3.51728 4.63633 1.71037
H 1.75168 4.62537 1.90203
H 1.65533 4.08303 -0.33835
H 5.23194 -1.57164 1.82878
H 4.70516 -3.58461 0.88283
H 3.81250 -3.41407 2.35561
H 2.90106 -4.08450 -0.31077
H 2.01448 -2.65789 0.16597
H 0.92155 -4.82471 0.64027
H 1.00284 -3.78724 2.03516
H -0.35326 1.42944 4.01599
H -1.60985 0.19712 3.98491
H -0.27657 2.84676 2.15126
H -0.58938 3.29679 -0.25607
H -1.46248 1.44467 -1.72445
H -2.01284 -0.75111 -0.72745
H -1.69385 -1.12149 1.65206
C -4.64569 -0.66608 -3.39615
C -4.78046 0.79750 -3.74663
O -5.30484 1.35175 -2.52214
C -4.96506 0.53528 -1.50740
O -5.09713 0.78851 -0.35288
O -4.43950 -0.62507 -1.97794
H -3.80281 -1.14762 -3.88342
H -5.55373 -1.23342 -3.60630
H -3.81951 1.26653 -3.95825
H -5.45378 0.98174 -4.56833
C -3.45868 2.88575 -8.84064
C -2.61162 3.23236 -7.63374
O -3.28717 2.52241 -6.57855
C -3.97823 1.51499 -7.13000
O -4.48883 0.63265 -6.50598
O -4.00631 1.60870 -8.47276
H -2.88951 2.79893 -9.76204
H -4.28248 3.58531 -8.99070
H -1.60007 2.83269 -7.65617
H -2.58123 4.29861 -7.42627
C 0.14567 -1.93605 -8.36494
C -1.03682 -1.90302 -7.42282
O -0.96907 -0.56347 -6.91796
C -0.30538 0.19538 -7.81357
O -0.22310 1.38208 -7.72805
O 0.25290 -0.56015 -8.77733
H -0.00890 -2.58072 -9.22547
H 1.06667 -2.22089 -7.85831
H -1.97933 -2.04880 -7.95313
H -0.95847 -2.62173 -6.61072
C -0.58087 -0.46325 10.17107
C 0.75563 -0.89212 9.60120
O 0.75717 -0.23591 8.32872
C -0.06837 0.83829 8.40157
O -0.14465 1.67091 7.55400
O -0.77809 0.81936 9.54144
H -0.57582 -0.35895 11.25233
H -1.37448 -1.14218 9.85590
H 1.60859 -0.53886 10.18385
H 0.83374 -1.96837 9.46757
C 2.89525 -2.60005 -3.48538
C 2.61015 -1.82492 -4.75895
O 1.63666 -2.66107 -5.40553
C 1.02539 -3.41157 -4.45748
O 0.05542 -4.07057 -4.65807
O 1.65977 -3.30009 -3.27737
H 3.11572 -1.96801 -2.62977
H 3.69321 -3.33350 -3.61389
H 2.15795 -0.85224 -4.56137
H 3.48033 -1.69491 -5.39627
C -1.57302 4.14374 -2.73198
C -2.12861 5.41631 -2.11908
O -2.27005 6.26337 -3.26386
C -2.36559 5.48342 -4.36398
O -2.62075 5.88369 -5.45334
O -2.10110 4.19271 -4.05908
H -1.89076 3.26123 -2.19008
H -0.48230 4.14685 -2.79878
H -3.10826 5.26058 -1.66461
H -1.46659 5.87719 -1.39045
C -2.14136 -4.74937 6.73412
C -2.14887 -3.31559 6.23513
O -2.50258 -2.59203 7.42190
C -2.16550 -3.33840 8.49185
O -2.16651 -2.93209 9.61306
O -1.81198 -4.58375 8.12162
H -1.40263 -5.37720 6.24468
H -3.12140 -5.22251 6.66391
H -1.16558 -2.97961 5.90177
H -2.87582 -3.12973 5.45004
```

Results
Strongest force on any atom ... 0.0943 hartree/bohr
Calculated total energy ... -178563.4036 eV

Here are the Mulliken charges for atoms 1 to 99, given in e:
1. C -1.76
2. C 1.95
3. C -2.23
4. C 2.56
5. C -0.95
6. C -1.44
7. C 1.64
8. C -0.81
9. O -0.55
10. O 0.21
11. S 0.78
12. O -0.70
13. O -0.31
14. O -0.53
15. C -0.28
16. C -1.13
17. C -0.29
18. C -0.85
19. Br -0.20
20. O -0.33
21. C -1.30
22. C 0.82
23. C -0.28
24. C -0.27
25. C -0.59
26. C -1.12
27. C -0.49
28. H 0.36
29. H 0.07
30. H 0.43
31. H -0.70
32. H 0.61
33. H -0.34
34. H 0.32
35. H 0.34
36. H 0.69
37. H 0.16
38. H -0.36
39. H -0.40
40. H 0.43
41. H 0.31
42. H 0.29
43. H 0.60
44. H 0.51
45. H 0.54
46. H 0.44
47. H 0.06
48. H 0.57
49. H 0.16
50. H 0.48
51. H 0.42
52. H 0.35
53. H 0.16
54. H 0.88
55. H 0.60
56. H 0.48
57. C -0.26
58. C 0.12
59. O -0.37
60. C 0.64
61. O -0.56
62. O -0.35
63. H 0.23
64. H 0.23
65. H -0.03
66. H 0.36
67. C -0.45
68. C -0.07
69. O -0.03
70. C 0.50
71. O -0.58
72. O -0.39
73. H 0.32
74. H 0.29
75. H 0.20
76. H 0.27
77. C -0.17
78. C -0.26
79. O -0.22
80. C 0.57
81. O -0.61
82. O -0.37
83. H 0.34
84. H 0.11
85. H 0.28
86. H 0.22
87. C 0.00
88. C -0.40
89. O -0.27
90. C 0.63
91. O -0.54
92. O -0.37
93. H 0.32
94. H 0.08
95. H 0.27
96. H 0.29
97. C 0.18
98. C -0.44
99. O -0.25